1.
DFT (ωB97M-V/def2-TZVPD) results for a cluster of 7 separate species, C38H55N2O18Si in total.

The geometry in XYZ format:
```
114
Properties=species:S:1:pos:R:3:forces:R:3
C -0.1712 -3.5300 5.3213 -0.194 -0.772 2.032
H -2.4792 2.1097 -1.1444 1.047 -1.346 1.379
H -6.2530 3.9260 0.3723 -0.566 0.604 -2.326
C 2.5821 2.9710 -9.2452 0.987 -0.130 0.530
C -6.6768 4.1226 -0.7024 -1.534 -0.274 0.502
C -1.5828 -6.5622 -1.0821 -0.046 -0.769 -0.982
O -0.1978 -3.9601 6.4624 0.084 0.890 -2.382
H -2.9390 -1.9375 -0.5314 -0.498 -0.466 -2.281
O 6.1625 -2.1593 9.4204 0.797 -0.553 -0.377
C 2.7620 1.1478 -4.1269 -4.092 0.573 0.429
O 3.0812 -2.4987 10.7271 -0.338 1.015 0.075
O 7.4402 2.3836 -3.7980 -0.869 -0.925 -0.088
H -1.3852 -3.0022 2.4919 0.157 0.098 0.558
H -2.6563 0.8597 0.3022 1.628 1.021 -1.665
C 7.3596 -2.8081 9.3227 0.552 -1.798 -1.649
C -2.2058 -1.0440 -2.5878 0.796 -0.358 -0.192
H -1.5015 -7.5545 0.8390 0.060 0.092 -0.056
H -0.2409 -0.7829 0.8912 0.437 -0.484 -2.337
H -2.8285 -0.2950 -3.2386 0.908 -1.487 1.189
C 1.8593 0.4298 -2.9469 -2.006 3.378 -3.341
H 8.0560 -0.3104 10.3369 -0.026 -0.077 0.028
H 3.2598 2.1484 -9.0007 -0.056 0.149 -0.211
H -2.2490 5.8558 -1.2129 -2.825 -0.879 -0.839
H -0.8863 -6.3503 -1.9000 -0.063 0.001 0.083
H -7.5769 -0.0968 -1.2569 2.236 0.705 -0.811
C -7.3056 2.7389 -1.3167 0.571 -0.444 0.440
H 1.1766 -0.8372 -0.3529 -2.170 -0.708 0.295
H -5.7336 -1.3162 -0.1521 0.952 0.987 -1.782
H 5.7267 -1.9671 11.4143 0.029 0.084 -0.105
O -2.2607 -5.3684 -0.7384 0.339 0.797 1.028
O 2.4265 3.0932 -10.6465 -0.890 0.194 -0.284
H -7.0462 4.6624 -3.4393 2.408 0.480 1.438
C -6.5319 0.1258 -1.7626 0.649 -0.169 -0.299
C 2.0251 2.2210 -5.1493 -2.057 -1.292 2.389
Si -0.9505 0.0224 -1.5200 0.131 -0.273 -0.011
C 7.0508 2.2510 -1.5532 0.263 0.101 1.192
H -8.0381 2.9692 -2.1991 1.448 -0.489 1.572
O 0.3902 3.3836 -9.7280 0.317 0.236 -0.745
H -4.3866 -0.1014 -0.7418 -2.297 -1.123 -0.798
O 6.0590 1.5157 -2.2444 -0.052 -0.152 -1.204
C 7.6679 -1.2008 10.8427 0.475 0.794 0.650
H 2.3259 -0.3615 -2.2192 -1.022 1.787 -1.642
O 5.8708 0.8402 -4.4216 1.174 1.380 1.700
H 8.6844 3.3473 -2.4492 -0.172 -0.085 -0.214
C 6.4091 1.5202 -3.5639 -0.689 -1.035 -1.364
C 6.2045 -1.3960 10.6115 -0.896 0.553 0.689
C -4.6803 -1.8603 -2.1621 -0.158 -0.503 1.809
H -5.2671 -2.8838 -2.0501 1.135 2.129 -0.252
H -2.4786 6.4548 -3.9622 -1.911 -1.110 1.378
C 2.2988 -1.3990 10.5220 -0.097 1.942 1.178
H 6.6091 2.8201 -0.7307 -0.071 -0.218 -0.167
O -1.2709 -3.3828 4.5261 0.832 -0.349 0.959
H -1.6378 2.1840 -3.7047 2.771 -0.570 -0.429
H -6.6518 -0.2261 -2.8959 0.250 0.920 2.452
H 7.0818 4.0815 -2.7066 0.034 -0.094 0.001
C -3.3628 5.9707 -3.3634 -4.832 -2.357 2.264
C -1.8808 1.3681 -0.4496 -0.918 0.835 0.619
C 2.5922 -3.5161 9.8734 0.242 -1.171 -0.097
H 3.9077 0.8531 -4.2446 -2.774 0.818 0.150
C 0.4400 2.6325 -5.0162 1.107 -2.988 2.849
H -2.8222 -3.1781 -2.0519 -0.393 2.386 1.307
C -6.0757 1.7009 -1.7144 -0.790 0.687 -0.236
H 0.8459 -3.8246 2.7463 -0.053 0.057 0.033
C -0.4850 1.9380 -3.8509 4.853 -1.018 -0.592
C -5.9784 4.9399 -3.0245 4.921 1.752 -0.211
C 0.6103 -2.9216 3.3193 0.578 0.177 -0.952
O 8.2466 -2.3498 10.2537 -0.518 -0.563 -0.704
H 2.9992 3.9045 -8.8531 -0.037 -0.047 -0.029
C 1.9004 -2.7529 8.7908 -0.368 -0.598 -1.107
H 3.4130 -4.1293 9.4914 -0.027 0.196 0.193
C 0.2553 0.8346 -2.8402 1.961 1.877 -2.440
H 1.1681 -2.0794 2.9007 0.032 -0.165 0.210
H -1.1603 2.0077 0.2189 -1.236 -1.222 -1.346
H -5.7092 1.9884 -2.7881 -0.425 -0.452 2.026
H 1.0445 -3.2959 8.3806 0.117 0.279 0.039
C -3.2877 5.5927 -1.7346 -1.997 0.138 -2.519
H 7.9170 -1.1425 11.9059 0.084 -0.129 -0.226
O 0.6955 3.8243 -11.9516 1.009 -0.839 2.592
H 0.9314 1.6579 -8.7629 0.039 0.091 0.029
H -2.2903 -7.3299 -1.4074 0.008 0.286 0.045
H 2.5760 -2.4827 7.9724 -0.033 -0.029 0.086
H -0.0837 3.3821 -5.7513 1.348 -1.589 1.514
C 1.1890 2.7222 -8.7653 -0.346 -0.449 0.941
H -0.2063 -2.2119 -0.3402 0.672 2.257 0.138
C -1.5898 -4.8211 0.3170 -0.357 1.442 0.610
C -0.8585 -2.6545 3.3848 -0.729 0.540 -0.953
H -7.5428 4.9199 -0.6730 1.901 -1.431 0.156
O 7.6055 -3.6828 8.5090 -0.582 1.948 1.798
C 7.6243 3.1350 -2.6128 0.641 0.981 0.199
O 1.4786 -1.5710 9.4444 0.528 0.422 1.083
N -5.5654 4.7347 -1.5893 -1.145 0.360 -3.202
H -1.5235 -1.6636 -3.3447 -1.509 1.366 1.513
C -5.3188 -0.7573 -1.0946 0.158 -0.580 -0.526
H -5.1913 1.9160 -0.9427 -1.919 -0.733 -1.657
H 0.0653 -7.4510 -0.0022 -0.102 0.221 0.164
C 0.0287 -1.0663 -0.2284 0.617 -0.383 0.882
O 2.3289 -0.3931 11.2111 0.038 -2.128 -1.448
H -7.9535 2.2331 -0.4602 1.388 1.271 -1.720
C 1.1325 3.4657 -10.8708 -0.899 0.805 -2.576
H 7.7897 1.5526 -1.1464 -0.077 0.059 -0.060
H 2.6279 2.7368 -6.0383 -1.287 -1.336 2.302
C -0.8807 -6.9350 0.1833 0.405 -1.216 0.231
O -0.6570 -5.6868 0.8111 -0.670 1.183 -0.261
H 1.9055 -4.1535 10.4402 0.041 0.083 -0.039
H -4.7847 -1.5259 -3.2799 0.430 -0.476 2.200
O -1.7969 -3.7044 0.7616 0.327 -2.378 -1.191
H 1.0132 3.1328 -7.7672 -0.120 -0.037 -0.276
H 5.6731 -0.4490 10.4839 -0.026 -0.259 -0.090
C -4.8387 5.5970 -4.0581 1.592 -0.542 4.769
N -4.4049 5.0138 -0.9363 2.356 1.711 -4.719
H -1.0843 -1.5945 3.5413 0.083 -0.010 0.099
C -3.1016 -2.0807 -1.6813 -0.726 -0.315 -2.375
H -5.0334 5.7916 -5.1967 0.214 -0.485 2.539
O 0.9631 -3.1342 4.6730 -0.671 -0.279 0.829
```
Positions in Å, forces in eV/Å.

The charge is +1. For the HOMO energy, the calculation gives -0.3795 hartree. As for the energy above the lowest of the compared OMol25 structures with the same formula, charge and spin: 932.9 kJ/mol. The LUMO energy comes out at -5.3 eV. The HOMO-LUMO gap comes out at 4.996 eV.

***

2.
DFT (ωB97M-V/def2-TZVPD) results for a structure of composition C38H57AlBr3F7N6NaO13P3.

The geometry in XYZ format:
```
129
Properties=species:S:1:pos:R:3:forces:R:3
C -5.7700 6.1211 -2.3711 -0.757 -0.115 0.269
Br -0.4789 -1.3584 8.5179 0.140 -0.152 -0.200
H 4.9293 -5.1700 2.7916 -0.047 -0.172 -0.071
H 6.0799 -0.7310 3.3720 -0.128 0.003 -0.386
H 4.5502 -5.2860 6.0903 -0.041 -0.050 -0.102
F -3.6482 3.1896 -5.5971 1.010 -1.176 1.187
C 0.1884 -1.5942 -3.8036 0.898 -0.385 0.149
C -3.0785 0.8462 -5.5092 1.908 0.626 2.716
H -5.2996 5.8339 -3.3492 0.034 0.437 0.897
H -0.1785 6.2414 2.7309 -0.154 0.215 0.084
H 3.0568 -5.3822 -4.3415 0.151 0.341 0.017
H 6.8323 -2.9910 4.2703 0.127 0.002 -0.060
H -7.8323 5.8593 -2.2486 0.330 -0.463 0.200
C -1.8432 3.9515 -1.5811 -0.021 -0.101 0.904
C 0.1597 -3.0417 -4.4159 1.595 1.093 1.552
O -1.9093 4.8887 -3.8517 -0.173 -0.365 0.162
C 7.0521 -4.0575 4.1784 -0.045 0.222 0.307
H -0.1213 -2.9386 -5.4950 0.464 -0.257 1.126
H 1.2557 0.3164 -4.3534 0.002 -0.904 0.457
C -2.3804 -1.6454 -5.4385 0.768 1.880 -1.464
O 1.9241 -4.7835 -6.0048 -0.434 0.445 -0.080
F -5.5985 2.8400 4.0700 0.385 -1.916 1.589
O 5.1013 -3.5182 -0.0179 0.126 -0.005 -0.052
O -8.5697 2.8690 0.8311 0.630 0.164 0.209
O 0.5516 1.2371 -1.7516 -0.477 0.220 0.251
C -2.1367 2.4751 -3.7443 -0.312 -1.751 -0.800
H 4.4168 -6.2357 4.1196 0.060 0.071 0.048
C 6.2248 -3.1894 -0.2309 -0.296 0.069 0.140
P -8.2217 3.9261 1.8864 0.041 -0.056 -0.296
H 8.4964 -0.2849 -0.7519 -0.001 -0.117 -0.020
Br 2.3119 -1.2840 6.9495 -0.124 -0.160 -0.003
O -9.3991 4.0882 2.8479 0.415 0.264 0.247
H -3.6687 0.6089 -6.4239 0.496 0.448 0.983
F -4.5422 4.4208 4.6818 1.932 1.799 0.244
H 1.0657 -0.0314 4.6586 -0.324 -0.416 -1.147
C 5.4325 -4.6615 5.8679 0.036 0.103 -0.094
H -2.9865 7.1468 -0.8467 -0.129 -0.968 -0.681
H -1.0056 -4.2119 -7.0101 0.206 -0.323 -0.091
P -0.0578 1.3232 1.2355 1.233 -0.621 -0.425
F -4.2974 1.6528 5.4487 -0.108 -1.633 -1.235
C -2.8979 -4.9376 -6.9114 0.431 0.025 -0.117
C 8.1957 -2.9539 -1.2625 0.334 -0.330 -0.239
H -6.1418 7.1844 -2.4289 0.811 -0.883 -0.125
N -0.9875 6.4733 3.3273 -0.142 -1.194 -0.086
H 2.7652 -6.6344 -5.4856 0.019 -0.057 -0.346
H -0.2252 -1.1350 0.8858 -0.498 0.774 -0.701
H -2.7125 5.8773 1.1986 0.624 -1.040 -0.260
H -0.2797 3.8052 3.0866 -1.147 0.203 -0.148
O -3.4651 -3.9015 -7.2437 -0.023 -0.046 0.132
C -2.2485 5.0306 0.6378 0.678 -1.856 -2.013
H 2.0882 -0.7409 -3.1250 -0.784 -0.091 -0.809
C -1.4067 1.3553 -3.1057 -1.603 1.119 -1.148
O 7.0519 -3.7968 -1.1269 -0.249 0.153 0.257
C -2.3159 -0.2223 -4.8329 -0.703 1.087 0.200
C -0.9461 2.7974 0.5729 -1.733 1.735 -2.029
C -1.1102 2.8483 -0.9098 -0.866 0.938 0.468
C 2.3000 -5.6995 -5.0975 0.311 -0.579 0.446
C -1.3678 4.0163 2.8544 0.593 0.289 0.297
C -1.5186 3.9356 1.3083 -0.845 0.671 -0.871
C 8.2406 -2.2652 0.0732 0.616 0.800 0.043
C 5.2701 -5.7325 3.6645 0.222 0.271 -0.018
H -5.0085 4.9561 -0.6445 0.325 0.966 -0.699
C 0.5134 -0.2491 3.7021 -0.673 0.846 0.220
F -3.5928 3.2948 6.3602 0.640 1.460 1.318
O -7.9587 5.2663 1.1980 -0.391 0.112 -0.103
C -1.9687 3.9202 -3.1428 0.163 -1.274 1.095
H 8.0238 -2.2707 -2.0996 0.032 0.112 0.143
H 1.1758 -0.8787 3.0122 -2.601 -0.333 2.877
H -0.5022 -3.7443 -3.8362 0.375 0.504 -0.682
H -1.4838 -1.7352 -6.1207 -1.020 -0.186 0.708
H 7.3032 -4.2924 3.1443 -0.120 -0.064 0.048
H 1.4987 -6.1181 -4.4357 -0.442 0.052 0.065
H 6.0011 -6.4823 3.3499 -0.137 -0.076 -0.110
H -2.6720 0.4239 1.9682 0.436 -1.061 0.034
C -0.9381 -0.2849 0.7091 -1.862 0.231 1.711
C 1.4635 -0.7444 -4.0621 -0.414 -0.583 -1.066
H 7.8991 -4.2963 4.8261 0.049 0.087 -0.084
H -1.0625 -5.8742 -6.5374 0.232 0.132 -0.008
H 2.0347 -1.2526 -4.8917 -0.435 0.571 0.932
H -0.9060 1.4763 3.6026 0.927 -0.442 -0.249
C 0.0600 1.2009 3.1076 -0.290 -0.157 1.106
O 4.7893 0.6667 4.2680 -0.757 -0.015 -0.417
Na 2.0622 -0.1297 1.9531 2.868 1.479 -1.754
C -2.2199 -0.5551 1.6498 -0.344 -0.092 -0.961
N -0.8197 -1.1524 -3.0699 -1.428 -1.176 -2.655
C -0.5327 1.7635 -1.8648 -0.623 0.068 -0.409
C -2.9641 2.1963 -4.9364 0.792 -1.524 0.004
C -2.4510 5.0564 -0.8342 1.642 -1.216 1.300
H -2.6120 5.4672 4.1291 0.930 -0.173 -0.704
C -3.2752 6.2268 -1.4383 0.038 0.010 1.156
O 5.9112 -3.9165 6.6987 0.112 -0.141 -0.108
H 0.8373 1.9370 3.4716 -0.878 -0.622 -0.666
H -2.2532 -2.4397 -4.6558 -0.091 0.625 -3.427
C -4.8122 5.9576 -1.1276 -0.515 0.475 -0.023
H -1.9893 3.2546 3.3931 0.379 0.614 -0.656
H 6.8214 0.2508 4.5816 0.046 0.425 0.082
H 1.3591 -3.0205 8.4379 -0.096 0.045 -0.154
C -1.6853 5.4122 3.4883 -0.544 0.051 0.071
H -5.1489 6.7155 -0.3601 0.307 -0.947 -0.710
N -6.9945 5.2775 -2.1840 0.429 0.465 -0.720
H -7.0440 4.5775 -2.9277 -0.104 0.285 0.444
P -5.0011 3.1291 5.5476 -1.086 -0.489 -0.443
N -3.5774 -6.0812 -6.6218 -0.499 -0.182 0.051
H -3.2756 -1.7688 -6.0941 0.614 -0.398 0.990
H -3.0465 6.4645 -2.5045 -0.269 -0.588 0.872
O -6.9652 3.5264 2.6868 -2.375 0.344 -2.036
H 8.7160 -0.3757 0.9843 0.090 -0.123 0.012
H 5.7601 -1.0262 5.0415 -0.298 -0.058 0.241
C 5.8281 -0.1823 4.3146 0.551 -0.621 0.021
F -6.3074 2.3559 6.1303 -0.200 -1.944 0.118
H -1.3401 -0.2309 -0.3308 0.942 -0.066 0.686
Al -2.4401 -2.6947 -3.1035 -0.036 0.137 3.445
H 8.7070 -2.8964 0.8372 -0.039 -0.067 -0.076
Br 0.1898 -3.6015 6.3266 0.041 0.121 0.095
H 9.9807 -1.0004 -0.0950 -0.046 -0.069 0.022
N -1.5453 -5.0351 -6.8052 -0.236 0.304 0.085
O 6.8517 -2.1529 0.3871 -0.265 -0.566 -0.303
H -1.9906 -1.2399 2.5035 -0.154 0.919 -0.575
H -4.5796 -6.0485 -6.6889 0.108 -0.008 0.007
H -0.4212 -0.7861 3.9896 1.000 0.076 -0.483
N 5.8940 -4.8233 4.6034 -0.252 -0.186 0.256
C 8.9028 -0.9071 0.0491 -0.230 0.296 0.149
F -5.6325 4.1870 6.6088 0.474 1.905 0.116
H -3.1350 -6.9391 -6.3498 0.046 0.072 -0.021
C -1.4994 0.0051 -3.6501 -0.170 2.852 0.139
C 0.9102 -2.4019 7.6678 0.177 0.185 0.160
H -3.0315 -1.0719 1.0543 0.894 0.487 0.584
H 1.2054 -3.4657 -4.3965 -1.026 -0.012 -0.526
H 9.0902 -3.5429 -1.4642 -0.174 -0.143 0.000
```
Positions in Å, forces in eV/Å.

The charge is -2. For the HOMO energy, the calculation gives -0.1060 hartree. As for the energy above the lowest of the compared OMol25 structures with the same formula, charge and spin: 420.0 kJ/mol. The LUMO energy comes out at 0.9 eV. The HOMO-LUMO gap comes out at 3.781 eV.